A 2-piece molecular cluster, C6H14O overall, computed with the ωB97M-V functional and the def2-TZVPD basis.

Positions of all 21 atoms, in Å:
C -0.518 -2.562 -0.986
C 0.918 -2.105 0.476
C 1.433 -0.784 0.390
C 0.747 0.379 1.039
C 0.022 1.288 0.053
O -0.578 2.349 0.753
C -1.294 3.202 -0.099
H -0.505 -3.654 -0.904
H -0.305 -2.270 -2.020
H -1.485 -2.165 -0.663
H 0.188 -2.341 1.247
H 1.552 -2.939 0.191
H 2.347 -0.642 -0.171
H 0.476 -1.464 -0.516
H 1.478 0.983 1.589
H 0.016 0.030 1.781
H 0.732 1.674 -0.700
H -0.746 0.711 -0.496
H -0.639 3.662 -0.856
H -1.737 3.988 0.516
H -2.099 2.663 -0.625

Cartesian forces (eV/Å) of the 6 atoms listed first:
C -0.284 -0.096 -0.207
C 0.123 -0.175 0.254
C 0.229 0.055 0.071
C -0.010 0.087 0.109
C 0.101 -0.206 -0.130
O 0.018 -0.017 0.049

As for the energy above the lowest of the compared OMol25 structures with the same formula, charge and spin: 568.8 kJ/mol. The HOMO-LUMO gap comes out at 7.76 eV.

Atomic partial charges in e from the Mulliken method, atoms 1 to 6:
1. C -1.4239
2. C -0.3133
3. C -0.4606
4. C -0.6466
5. C -0.3396
6. O -0.3136

C39H38B3NO25 as an isolated structure, computed with the ωB97M-V functional and the def2-TZVPD basis.

Positions of all 106 atoms, in Å:
C 4.169 -3.183 -3.783
C 4.875 -2.132 -2.984
O 4.919 -2.165 -1.767
O 5.463 -1.121 -3.669
C 4.594 -0.341 -4.520
C 3.310 0.152 -3.847
C 2.017 -0.421 -4.464
C 0.956 -0.784 -3.400
B -0.501 -0.626 -3.962
O -1.263 0.524 -3.757
B -2.422 0.171 -3.068
O -3.091 -0.970 -3.422
B -2.268 -2.035 -3.840
N -2.501 -3.356 -3.461
C -1.610 -4.224 -3.144
C -1.216 -4.456 -1.718
C -0.893 -5.055 -4.166
O -1.157 -1.656 -4.627
H 4.364 -4.149 -3.327
H 3.099 -2.997 -3.689
H 4.429 -3.189 -4.835
H 4.374 -0.886 -5.441
H 5.205 0.507 -4.815
H 3.339 0.010 -2.768
H 3.280 1.229 -4.010
H 1.587 0.328 -5.128
H 2.245 -1.304 -5.060
H 1.104 -1.809 -3.054
H 1.072 -0.087 -2.570
H -2.744 0.842 -2.149
H -1.072 -5.515 -1.516
H -1.966 -4.053 -1.048
H -0.258 -3.964 -1.528
H -0.725 -6.069 -3.809
H -1.490 -5.090 -5.071
H 0.069 -4.590 -4.386
C -6.977 0.684 1.064
C -5.981 0.146 0.352
C -4.563 0.619 0.500
O -3.702 0.068 -0.167
C -4.278 1.697 1.412
C -5.268 2.240 2.131
C -6.691 1.750 2.002
O -7.525 2.288 2.708
O -5.102 3.222 3.003
O -6.141 -0.836 -0.528
H -8.001 0.350 0.975
H -3.248 2.018 1.482
H -5.986 3.405 3.374
H -5.259 -1.018 -0.908
C -7.077 -5.283 2.677
C -6.574 -4.087 2.337
C -7.039 -2.806 2.990
O -6.503 -1.777 2.622
C -8.078 -2.874 3.993
C -8.584 -4.069 4.330
C -8.101 -5.354 3.697
O -8.614 -6.386 4.088
O -9.534 -4.237 5.234
O -5.641 -3.917 1.416
H -6.750 -6.205 2.218
H -8.415 -1.950 4.442
H -9.701 -5.199 5.277
H -5.471 -2.956 1.373
C -0.955 1.030 4.937
C 0.124 1.772 5.231
C 1.104 2.226 4.167
O 2.043 2.908 4.541
C 0.881 1.825 2.795
C -0.199 1.092 2.509
C -1.188 0.656 3.559
O -2.122 -0.006 3.151
O -0.496 0.676 1.284
O 0.433 2.171 6.454
H -1.661 0.698 5.685
H 1.597 2.127 2.037
H -1.328 0.168 1.354
H 1.258 2.688 6.368
C 8.090 0.831 0.607
C 6.945 0.467 -0.003
C 5.594 0.930 0.505
O 4.608 0.592 -0.121
C 5.552 1.755 1.698
C 6.698 2.103 2.300
C 8.044 1.668 1.777
O 9.022 2.059 2.392
O 6.762 2.850 3.391
O 6.923 -0.297 -1.069
H 9.059 0.512 0.251
H 4.586 2.068 2.066
H 7.714 2.941 3.596
H 5.990 -0.481 -1.328
C 3.471 5.352 0.998
C 4.076 6.383 0.387
C 4.234 6.447 -1.116
O 4.782 7.434 -1.569
C 3.735 5.347 -1.915
C 3.133 4.317 -1.304
C 2.956 4.269 0.194
O 2.377 3.292 0.646
O 2.648 3.265 -1.943
O 4.582 7.421 1.028
H 3.350 5.293 2.071
H 3.867 5.395 -2.986
H 2.270 2.676 -1.260
H 4.953 8.011 0.343

Cartesian forces (eV/Å) of the 6 atoms listed first:
C -0.232 -0.075 0.042
C -0.168 -0.010 1.136
O 0.262 0.102 -1.413
O -0.229 0.170 0.433
C 0.170 0.150 -0.196
C -0.086 0.143 -0.615

The HOMO-LUMO gap comes out at 7.67 eV.

Atomic partial charges in e from the Mulliken method, atoms 1 to 6:
1. C -0.8357
2. C 0.9241
3. O -0.5854
4. O -0.4030
5. C -0.9229
6. C -0.4599

A single C9H11NO3 molecule, computed with the ωB97M-V functional and the def2-TZVPD basis.

Positions of all 24 atoms, in Å:
N 1.126 -1.830 0.249
O 1.388 -1.355 -1.063
C 1.394 0.090 -1.234
C 0.036 0.582 -1.489
C -0.974 0.210 -0.387
C -1.116 1.001 0.786
C -2.063 0.598 1.757
C -2.924 -0.434 1.509
C -2.848 -1.129 0.292
C -1.879 -0.822 -0.643
C 2.074 1.018 -0.165
O 2.147 2.192 -0.418
O 2.415 0.458 0.947
H 0.169 -2.200 0.175
H 1.727 -2.652 0.380
H 2.028 0.139 -2.154
H 0.188 1.692 -1.540
H -0.324 0.207 -2.403
H -0.547 1.924 0.976
H -2.095 1.136 2.725
H -3.665 -0.731 2.289
H -3.450 -2.015 0.156
H -1.806 -1.277 -1.625
H 2.097 -0.451 0.992

Cartesian forces (eV/Å) of the 6 atoms listed first:
N -0.529 -0.348 0.228
O 0.797 0.102 -0.140
C 1.926 -1.046 -0.118
C -1.013 1.914 1.546
C -0.008 1.815 0.038
C -0.370 -0.975 -0.044

As for the energy above the lowest of the compared OMol25 structures with the same formula, charge and spin: 230.1 kJ/mol. The HOMO-LUMO gap comes out at 9.99 eV. As for the structure (SMILES): NO[C@@H](Cc1ccccc1)C(=O)O.

Atomic partial charges in e from the Mulliken method, atoms 1 to 6:
1. N -0.5854
2. O -0.2985
3. C 0.3964
4. C -1.2327
5. C 0.8158
6. C -0.4148

CH2LiO2Rb as an isolated structure, computed with the ωB97M-V functional and the def2-TZVPD basis.

Positions of all 7 atoms, in Å:
O 3.623 0.834 -0.149
C 4.404 -0.055 -0.411
O 0.028 0.577 -0.507
Rb -3.186 -0.787 0.637
Li 1.650 1.031 -0.181
H 5.453 -0.012 -0.060
H 4.109 -0.921 -1.034

Cartesian forces (eV/Å) of the 6 atoms listed first:
O 0.585 -0.541 0.014
C -0.366 0.415 -0.132
O -0.146 -0.248 0.583
Rb 1.154 0.497 -0.403
Li -1.011 -0.286 -0.241
H -0.209 0.004 -0.023

As for the energy above the lowest of the compared OMol25 structures with the same formula, charge and spin: 16.7 kJ/mol. The HOMO-LUMO gap comes out at 3.54 eV.

Atomic partial charges in e from the Mulliken method, atoms 1 to 6:
1. O -0.4958
2. C -0.0436
3. O -1.4368
4. Rb 0.7218
5. Li 0.7721
6. H 0.2434

C59H48BrCl8GeN3OP2SW as an isolated structure, computed with the ωB97M-V functional and the def2-TZVPD basis.

Positions of all 125 atoms, in Å:
W -0.328 -0.819 0.609
Cl -4.109 -0.425 1.661
C -3.065 0.991 1.792
C -1.549 0.881 1.451
C -0.668 1.317 2.548
Cl 0.947 0.745 2.208
C -0.905 2.124 3.568
Cl 0.325 2.547 4.666
C -2.240 2.828 3.573
Cl -2.622 3.532 5.127
C -3.443 2.015 2.945
Cl -4.720 1.526 4.010
O -3.206 -5.362 -2.710
C -2.675 -4.319 -2.082
C -3.407 -3.213 -1.638
C -2.750 -2.203 -0.990
N -1.421 -2.221 -0.749
C -0.750 -3.294 -1.191
Br 1.075 -3.219 -0.823
C -1.302 -4.353 -1.857
H -4.162 -5.281 -2.823
H -4.479 -3.148 -1.784
H -3.290 -1.350 -0.610
H -0.703 -5.190 -2.189
C -1.942 5.924 -5.373
S -1.447 4.267 -5.008
C 0.181 4.460 -4.284
C 0.272 3.679 -2.961
C 0.121 2.175 -3.179
N -0.077 1.436 -1.937
P -1.616 1.057 -1.250
C -2.765 1.901 -2.402
C -3.390 1.162 -3.401
C -4.285 1.765 -4.292
C -4.576 3.112 -4.177
C -3.966 3.871 -3.175
C -3.061 3.268 -2.296
C -1.783 2.028 0.297
C -1.008 3.292 0.453
C -1.283 4.131 1.452
C -2.415 3.910 2.414
C -3.622 3.115 1.858
C -3.280 2.094 0.746
P 1.139 0.469 -1.236
C 2.506 1.685 -1.101
C 3.350 1.868 -2.203
C 4.289 2.892 -2.218
C 4.400 3.756 -1.136
C 3.564 3.592 -0.041
C 2.624 2.569 -0.025
C 1.695 -0.640 -2.551
C 2.971 -1.204 -2.512
C 3.328 -2.170 -3.442
C 2.417 -2.580 -4.410
C 1.145 -2.024 -4.447
C 0.783 -1.057 -3.516
H -2.949 5.896 -5.784
H -1.237 6.328 -6.108
H -1.899 6.521 -4.459
H 0.387 5.524 -4.173
H 0.864 4.046 -5.039
H -0.508 4.034 -2.290
H 1.233 3.913 -2.495
H 0.987 1.777 -3.711
H -0.741 1.981 -3.823
H -3.180 0.101 -3.493
H -4.769 1.171 -5.058
H -5.300 3.570 -4.841
H -4.233 4.916 -3.045
H -2.640 3.854 -1.485
H -0.182 3.498 -0.220
H -0.687 5.030 1.578
H -2.711 4.852 2.861
H -4.556 3.659 1.754
H -4.047 1.970 -0.015
H 3.301 1.199 -3.051
H 4.946 3.001 -3.072
H 5.141 4.547 -1.144
H 3.648 4.257 0.812
H 1.980 2.483 0.833
H 3.680 -0.911 -1.746
H 4.319 -2.609 -3.407
H 2.701 -3.330 -5.138
H 0.439 -2.340 -5.206
H -0.217 -0.637 -3.541
Cl -4.577 -3.668 2.058
C -3.283 -3.352 3.211
Cl -2.574 -4.847 3.736
Cl -3.831 -2.380 4.550
C -2.234 -2.558 2.497
N -1.486 -1.957 1.881
C 5.579 -1.930 0.063
C 5.009 -3.176 0.289
C 3.783 -3.279 0.946
C 3.093 -2.140 1.374
C 3.690 -0.895 1.137
C 4.919 -0.787 0.495
Ge 1.381 -2.331 2.307
C 1.016 -4.210 2.767
C 0.973 -5.321 1.908
C 0.850 -6.617 2.396
C 0.785 -6.851 3.763
C 0.843 -5.775 4.633
C 0.952 -4.477 4.141
C 1.492 -1.481 4.052
C 2.752 -1.244 4.601
C 2.879 -0.721 5.887
C 1.750 -0.431 6.639
C 0.488 -0.656 6.101
C 0.363 -1.173 4.818
H 6.544 -1.852 -0.425
H 5.532 -4.074 -0.018
H 3.385 -4.268 1.151
H 3.236 0.022 1.489
H 5.370 0.190 0.351
H 1.046 -5.209 0.841
H 0.826 -7.451 1.703
H 0.703 -7.862 4.143
H 0.815 -5.939 5.703
H 1.005 -3.671 4.859
H 3.649 -1.477 4.036
H 3.865 -0.550 6.304
H 1.851 -0.038 7.643
H -0.398 -0.434 6.686
H -0.635 -1.340 4.429

Cartesian forces (eV/Å) of the 6 atoms listed first:
W 0.518 -0.253 0.189
Cl -0.074 0.220 0.005
C 0.125 0.196 -0.037
C 0.071 0.032 -0.286
C -0.085 -0.114 -0.221
Cl -0.015 0.172 -0.006

As for the energy above the lowest of the compared OMol25 structures with the same formula, charge and spin: 175.0 kJ/mol. The HOMO-LUMO gap (alpha / beta) comes out at 6.86 / 3.25 eV. The charge is +3. Its spin multiplicity is 4.

Atomic partial charges in e from the Mulliken method, atoms 1 to 6:
1. W -0.1767
2. Cl -0.1045
3. C 0.4435
4. C -0.7535
5. C -0.7225
6. Cl -0.4069

A 3-piece molecular cluster, C9H17BrNO8S2 overall, computed with the ωB97M-V functional and the def2-TZVPD basis.

Positions of all 38 atoms, in Å:
C 1.185 1.788 1.401
C -0.138 2.630 1.968
O -0.558 2.282 3.194
O -0.808 3.723 1.245
C -1.852 3.237 0.331
S -3.540 2.984 1.154
O -4.472 4.145 0.628
O -3.482 3.209 2.715
N -4.327 1.495 0.691
S -3.400 0.084 1.136
O -4.445 -1.088 1.307
O -2.646 0.190 2.483
Br -1.988 -0.631 -0.480
H 1.882 1.605 2.343
H 1.701 2.524 0.625
H 0.903 0.762 0.914
H -1.565 2.272 -0.278
H -2.008 4.093 -0.486
C -1.167 -5.028 1.283
C -0.117 -4.096 0.738
O -0.008 -2.944 1.156
C 0.792 -4.628 -0.337
H -1.749 -4.509 2.051
H -1.842 -5.336 0.481
H -0.690 -5.901 1.735
H 0.204 -4.918 -1.211
H 1.357 -5.483 0.043
H 1.499 -3.845 -0.634
C 2.402 0.063 -2.641
C 3.036 1.285 -2.033
O 2.853 1.580 -0.853
C 3.904 2.133 -2.924
H 1.805 -0.452 -1.881
H 1.746 0.355 -3.464
H 3.178 -0.620 -2.997
H 3.314 2.517 -3.760
H 4.747 1.542 -3.293
H 4.294 2.981 -2.351

Cartesian forces (eV/Å) of the 6 atoms listed first:
C -0.444 1.981 -0.080
C -1.772 -3.016 6.722
O 2.652 2.843 -7.968
O 0.043 -3.119 -0.110
C 1.031 0.494 -1.853
S -4.612 4.198 4.670

As for the energy above the lowest of the compared OMol25 structures with the same formula, charge and spin: 556.1 kJ/mol. The HOMO-LUMO gap comes out at 7.91 eV. The charge is -1.

Atomic partial charges in e from the Mulliken method, atoms 1 to 6:
1. C -0.4606
2. C 0.5668
3. O -0.4585
4. O -0.3030
5. C -0.2600
6. S 1.0298